No. 1
# C45H77N4O3P4SiTl

A structure of composition C45H77N4O3P4SiTl at a distorted geometry (the ωB97M-V functional and the def2-TZVPD basis, the Open Molecules 2025 dataset).

## Properties
* charge: +2
* HOMO energy: -11.9 eV

Geometry (Å):
Tl  -0.5557  -0.2242  0.7538
P  1.7971  0.3822  4.5973
P  0.2964  2.8360  0.9029
P  -0.2743  -0.4081  -2.3160
P  0.2911  -3.1745  0.8522
Si  2.1029  -0.3435  0.1952
O  -4.8577  -1.2490  0.1068
O  -2.7225  -1.1504  0.7346
O  1.2059  0.1623  3.2374
N  -3.8834  3.1042  -4.9062
N  -3.6382  0.8161  -4.9769
N  -2.4150  1.3180  -0.2397
N  -5.3610  1.7618  -3.7554
C  3.9676  -2.1572  -2.9513
C  -4.3149  1.8862  -4.5473
C  -5.8043  0.5570  -3.0384
C  -0.6940  -2.8103  3.4877
C  2.1365  2.6142  0.8566
C  -0.1107  1.1117  -3.4220
C  0.6967  -4.7806  -0.0452
C  -1.6364  -1.4793  -3.0430
C  0.2604  0.9507  -4.8951
C  3.9647  -1.6217  1.8475
C  -0.0027  2.9797  2.7579
C  1.7301  -1.8294  -3.7490
C  -1.6365  -1.9988  -4.4805
C  2.0237  -1.1291  5.5684
C  0.1869  4.3520  3.3993
C  -1.3522  -5.0064  2.4474
C  3.7250  -3.6677  3.0673
C  4.1555  1.4245  0.2666
C  4.5116  -2.6018  2.6606
C  -6.0318  0.8443  -1.5560
C  4.9344  2.5383  0.5311
C  -1.3845  2.4216  3.1211
C  2.6584  -1.7255  1.3571
C  0.9430  1.9987  -2.7522
C  3.0116  -2.3209  -3.9406
C  3.4002  1.2221  4.4927
C  1.3748  -1.1700  -2.5736
C  0.0471  4.6187  0.3616
C  2.9436  3.7190  1.1290
C  -1.4559  4.9098  0.3297
C  4.3229  3.6886  0.9982
C  2.4177  -3.7678  2.6145
C  2.7654  1.4124  0.4560
C  3.6226  -1.5275  -1.7675
C  -0.9907  -3.5474  2.1806
C  -4.8321  1.4420  -0.8076
C  1.6369  -4.4315  -1.2030
C  -3.5658  0.5716  -0.7395
C  1.8868  -2.8475  1.7122
C  2.3349  -1.0239  -1.5554
C  1.2835  -5.9680  0.7118
C  0.7708  1.4099  5.6848
C  0.6573  4.9212  -1.0052
C  -1.8892  -2.6452  -2.0798
C  -3.7582  -0.7204  0.1237
H  3.7958  1.4465  5.4833
H  -0.2381  0.9955  5.6965
H  4.6507  0.5346  -0.1081
H  -5.8455  2.6079  -3.4933
H  4.1336  -4.4210  3.7287
H  -1.9341  4.3908  -0.5056
H  4.9122  4.5642  1.2364
H  -6.7358  0.2090  -3.4842
H  -6.2834  -0.0986  -1.0771
H  -5.1615  1.6421  0.2148
H  2.7292  -0.9636  6.3831
H  -4.3968  3.9300  -4.6495
H  4.5723  -0.7617  1.5863
H  -0.2767  -5.0721  -0.4569
H  -1.5878  -2.8212  4.1150
H  -2.8756  0.9340  -5.6226
H  1.1741  1.4093  6.6976
H  0.7297  2.4371  5.3237
H  4.0975  0.5757  3.9612
H  2.3847  -1.9311  4.9316
H  0.7279  2.1382  -1.6912
H  4.9734  -2.5300  -3.0916
H  -3.1920  3.2105  -5.6283
H  -1.9885  -2.3069  -1.0475
H  -0.5977  -5.5140  3.0498
H  -1.9620  4.6126  1.2495
H  -0.5672  5.0663  3.0662
H  3.2767  2.1450  3.9226
H  -1.6216  5.9795  0.1905
H  2.2979  -5.7552  1.0437
H  1.7773  -5.2990  -1.8503
H  -1.5124  -5.5656  1.5258
H  0.1130  4.3950  -1.7901
H  2.4813  4.6448  1.4447
H  0.1128  -3.2905  4.0423
H  -1.4905  -1.2238  -5.2293
H  0.9908  2.9774  -3.2310
H  0.4354  1.9407  -5.3240
H  1.3380  -6.8163  0.0262
H  1.7081  4.6383  -1.0622
H  0.9952  -1.9680  -4.5274
H  -1.5083  1.3911  2.7751
H  -2.6078  -2.4619  -4.6739
H  0.5804  5.9908  -1.2099
H  -2.1932  3.0299  2.7092
H  -4.5536  2.4065  -1.2499
H  -4.0255  -0.1066  -4.8812
H  -1.8735  -3.0738  1.7407
H  -2.4886  -0.7937  -2.9383
H  -0.5083  0.4647  -5.4928
H  -3.3033  0.2076  -1.7390
H  -0.4107  -1.7677  3.3219
H  1.9317  1.5432  -2.8393
H  -2.6737  1.8308  0.5990
H  4.3670  -1.4546  -0.9817
H  0.0687  4.2524  4.4811
H  -1.0890  1.6070  -3.3462
H  -2.8133  -3.1601  -2.3505
H  1.1848  0.3864  -5.0034
H  -6.8860  1.5192  -1.4491
H  -5.0575  -0.2287  -3.1499
H  1.8023  -4.5877  2.9593
H  2.6164  -4.1370  -0.8180
H  -1.0760  -3.3711  -2.1324
H  -2.2856  -5.0286  3.0128
H  0.6835  -6.2766  1.5640
H  -2.0600  1.9851  -0.9138
H  -0.8866  -2.7738  -4.6284
H  0.4993  5.2753  1.1055
H  5.5394  -2.5193  2.9902
H  6.0054  2.5006  0.3838
H  -1.5044  2.4078  4.2061
H  0.7370  2.2938  3.1631
H  1.0553  -1.4094  5.9849
H  3.2635  -2.8304  -4.8614
H  1.1793  4.7658  3.2224
H  1.2540  -3.6111  -1.8061

Here are the Mulliken charges for atoms 1 to 4, given in e:
1. Tl 3.1733
2. P 1.4743
3. P 0.4879
4. P 0.7575



No. 2
# C45H77N4O3P4SiTl

A structure of composition C45H77N4O3P4SiTl (the ωB97M-V functional and the def2-TZVPD basis, the Open Molecules 2025 dataset).

## Properties
* charge: +2
* HOMO energy: -12.4 eV

Geometry (Å):
Tl  -0.5284  0.1803  -0.1896
P  -0.3673  3.7370  -2.1492
P  -0.2969  0.9690  3.0487
P  2.7739  0.7759  -0.3069
P  0.4927  -2.7855  0.8013
Si  2.2322  -0.6399  2.2661
O  0.1062  2.6941  -1.1803
O  -1.6076  -1.0689  -2.2633
O  -2.7209  -0.4682  -4.0899
N  -3.6153  -0.4359  -0.6322
N  -5.0400  -0.1943  -5.4973
N  -6.6834  -1.6409  -6.2787
N  -4.4887  -2.3381  -6.0226
C  6.1455  -1.6563  0.0016
C  2.2162  -0.9294  -2.4130
C  -1.5495  0.4832  4.3478
C  4.6226  -2.0917  1.8050
C  3.7779  -1.0936  1.3154
C  -1.9139  4.5188  -1.6257
C  -5.2408  1.3665  -3.6423
C  2.5109  0.5391  -2.1387
C  -0.6558  3.0526  -3.8002
C  -0.8671  2.5914  2.2943
C  1.9906  -2.2923  4.5366
C  0.6577  -4.3456  3.2261
C  -2.0805  -2.5950  1.7423
C  0.9547  -3.1764  2.5307
C  3.4471  2.5192  -0.1941
C  5.3055  -0.6635  -0.4867
C  1.6737  -3.4554  5.2212
C  1.5380  -3.9144  -0.2572
C  3.5799  1.0709  -3.0891
C  2.6255  2.5802  5.5424
C  4.9631  2.6390  -0.3111
C  -1.2918  -3.3101  0.6369
C  -1.0070  -0.7492  5.0760
C  -1.6371  -4.7967  0.6069
C  -2.0384  1.5197  5.3571
C  5.8081  -2.3730  1.1423
C  0.8133  5.0910  -2.3499
C  -2.3362  2.4550  1.8815
C  3.6609  1.1170  3.9500
C  -5.4143  -1.3744  -5.9387
C  1.6272  -2.1475  3.1970
C  -0.6470  3.8709  3.0977
C  -5.0397  0.2849  -2.5557
C  1.3754  2.2916  5.0100
C  -5.8846  0.8521  -4.9379
C  3.7705  2.0120  5.0019
C  4.1089  -0.3784  0.1641
C  0.9125  -4.0668  -1.6553
C  1.2504  1.4129  3.9360
C  1.0112  -4.4801  4.5620
C  1.8935  -5.2713  0.3450
C  2.4046  0.7989  3.4331
C  -2.5598  -0.5002  -2.8437
C  2.9526  3.1799  1.0941
C  -3.6247  0.2163  -1.9516
H  1.8746  3.0574  1.2110
H  4.4936  0.4788  -3.0473
H  -1.2042  3.7463  -4.4376
H  0.2483  -4.9307  -1.6858
H  -2.4062  0.1678  3.7399
H  0.4100  4.0684  3.2670
H  -2.2257  5.2860  -2.3352
H  5.3439  2.2314  -1.2466
H  -3.5546  -2.1329  -5.6911
H  -4.0648  -0.1712  -5.1251
H  -7.3519  -0.8963  -6.3571
H  0.1564  -5.1672  2.7342
H  -2.4611  2.4057  4.8880
H  3.0856  -1.5535  -2.1944
H  7.0687  -1.8778  -0.5185
H  -1.8202  -1.5342  1.8109
H  0.5045  2.7671  5.4358
H  2.5585  -5.7988  -0.3424
H  -2.6050  3.2639  1.1985
H  3.8242  2.1168  -2.9012
H  -3.2631  1.2459  -1.8064
H  1.9476  -1.0718  -3.4612
H  -5.8721  2.1687  -3.2601
H  -5.3001  -0.7041  -2.9425
H  4.3512  -2.6404  2.7008
H  -5.9706  1.6716  -5.6528
H  -3.1538  -2.6723  1.5521
H  -2.6983  -4.9046  0.3692
H  0.7699  -5.3927  5.0918
H  -4.4454  -0.1762  -0.1105
H  -2.8232  1.0661  5.9657
H  1.3799  -1.2803  -1.8127
H  -6.9286  -2.5300  -6.6759
H  1.5950  1.1135  -2.3062
H  5.4617  2.1275  0.5136
H  -1.0552  4.7147  2.5350
H  -2.5323  1.5068  1.3761
H  0.3136  2.8402  -4.2547
H  -1.5673  -2.8746  -0.3314
H  6.4624  -3.1516  1.5128
H  -2.9969  2.5206  2.7476
H  -1.0770  -5.3392  -0.1508
H  -1.2054  2.1135  -3.7084
H  -0.2621  2.6633  1.3842
H  -4.6717  -3.2123  -6.4793
H  1.7474  4.7007  -2.7560
H  4.5494  0.6466  3.5393
H  2.5158  -1.4887  5.0433
H  5.2461  3.6932  -0.2708
H  -0.1594  -0.4759  5.7088
H  2.4676  -3.3410  -0.3496
H  4.7445  2.2611  5.4029
H  1.0128  5.5276  -1.3706
H  -1.7588  4.9749  -0.6472
H  -1.8800  -3.0521  2.7127
H  -1.1566  3.8473  4.0595
H  1.6931  -4.2312  -2.3991
H  2.4101  -5.1691  1.2988
H  2.9739  3.0313  -1.0347
H  5.5944  -0.1330  -1.3821
H  0.3342  -3.1949  -1.9600
H  -5.7279  0.4904  -1.7342
H  -6.8885  0.4729  -4.7311
H  -2.6934  3.7602  -1.5441
H  -4.2767  1.8133  -3.8993
H  -0.6798  -1.5233  4.3802
H  1.0099  -5.8938  0.4927
H  1.9426  -3.5600  6.2644
H  -1.7812  -1.1743  5.7173
H  -3.6402  -1.4434  -0.7512
H  3.2009  1.0025  -4.1113
H  2.7046  3.2600  6.3810
H  0.4264  5.8591  -3.0202
H  -1.2411  1.8181  6.0370
H  3.4442  2.7480  1.9653
H  -1.4771  -5.2723  1.5737
H  3.1794  4.2486  1.0819

Here are the Mulliken charges for atoms 1 to 4, given in e:
1. Tl 2.1946
2. P 1.2956
3. P 1.2817
4. P 0.8595



No. 3
# C45H84ClN5O10PS

A cluster of 5 separate species, C45H84ClN5O10PS in total at a distorted geometry (the ωB97M-V functional and the def2-TZVPD basis, the Open Molecules 2025 dataset).

## Properties
* charge: +1
* HOMO energy: -9.8 eV

Geometry (Å):
Cl  -4.4447  -2.8368  0.7214
S  1.0998  0.7418  -3.0944
P  1.2571  -1.3667  -0.8082
O  -0.8851  4.2131  0.2514
O  -4.4382  -7.8415  -3.3116
O  -1.9413  -6.7466  -2.1894
O  3.2694  4.0198  -1.3467
O  -2.7037  -2.2637  8.7200
O  10.0497  9.5576  -3.1128
O  7.9753  7.4960  -2.7102
O  -3.0142  -2.4485  11.6509
O  3.6231  6.0676  -3.4614
O  0.0981  -1.4903  -3.7997
N  -3.1499  1.7365  -3.0861
N  -3.8402  -0.8057  -6.1942
N  -1.5256  0.1459  -3.4897
N  -2.8814  3.0780  0.4614
N  -1.9242  1.0420  -1.2501
C  9.3496  7.3589  -2.3699
C  2.1935  -0.3636  0.3719
C  -1.1434  0.1642  0.8546
C  -2.8183  -1.9920  -3.8878
C  9.9630  8.6897  -1.9927
C  -4.0769  -3.3702  11.4791
C  -2.9822  -2.5254  -0.3469
C  2.7868  1.0120  -0.0646
C  -1.9877  -3.5300  5.2445
C  -2.9726  -0.1880  -5.4105
C  -1.5639  3.2622  -0.0425
C  -1.8407  -3.3900  0.2155
C  -3.0123  3.5905  1.8269
C  -0.0993  -1.7076  2.4534
C  -3.9185  3.6436  -0.4255
C  4.3609  4.8596  -3.3606
C  -1.8469  -2.8053  10.9260
C  -1.5589  -4.8274  5.0139
C  1.9380  4.4629  -1.1636
C  -3.2556  -6.3759  -1.7921
C  -0.4238  -1.0089  -1.4609
C  -1.2920  -0.8091  2.0482
C  3.9968  7.0237  -2.4803
C  -1.4965  -0.2641  -0.6028
C  -0.2945  -0.4669  -2.9224
C  -3.7249  -1.2823  8.6797
C  -2.8726  -1.0015  -0.5115
C  9.0495  10.5613  -3.1150
C  -2.1785  0.9349  -2.5980
C  1.6659  -4.1179  -1.5313
C  -3.7264  -2.6725  -4.6814
C  7.7462  7.4592  -4.1075
C  -0.1687  -4.1285  3.1821
C  -0.6634  -5.1225  4.0136
C  -2.4322  -0.7157  -4.2495
C  -1.0202  2.2050  -1.0316
C  2.1956  -2.6559  -1.7024
C  -1.4899  -2.5378  4.4097
C  3.5387  3.7659  -2.7156
C  -1.6933  -1.9659  9.6765
C  -4.2065  -2.0193  -5.8014
C  -3.7393  -9.0041  -3.7304
C  -1.5899  -6.2481  -3.4649
C  -4.2246  -7.5270  -1.9444
C  -0.5980  -2.8255  3.3913
H  -1.9175  0.9147  1.0684
H  -3.2012  -6.0996  -0.7339
H  0.0321  -2.3565  -3.3769
H  2.0959  1.8428  0.0916
H  4.9915  7.4218  -2.7011
H  9.4000  9.1564  -1.1792
H  -4.9408  -2.5419  -6.4116
H  -2.3849  3.0275  2.5237
H  0.6389  -1.1405  3.0317
H  -2.9249  2.3425  -3.8590
H  9.4004  6.6898  -1.5051
H  0.3963  -2.2245  1.6331
H  3.2239  0.9840  -1.0617
H  3.6243  1.1996  0.6202
H  1.8253  4.7828  -0.1296
H  -4.0396  3.4880  2.1832
H  10.9852  8.5170  -1.6413
H  -4.5765  2.8479  -0.8010
H  -5.1921  -7.2273  -1.5295
H  0.0095  1.9403  -0.7956
H  -3.5393  -0.7333  -1.3445
H  -0.2039  0.7108  0.9733
H  1.2431  3.6382  -1.3508
H  -3.3462  -0.3565  8.2322
H  -4.1871  -9.8974  -3.2846
H  1.7437  -0.1804  1.3495
H  0.7625  -4.1937  -0.9270
H  -3.8287  -9.0737  -4.8131
H  4.1122  2.8319  -2.7565
H  -4.5325  -1.6659  8.0567
H  1.6950  5.3024  -1.8199
H  3.9892  6.5948  -1.4754
H  -3.5988  -5.4991  -2.3542
H  -1.4368  -0.1558  2.9166
H  2.3361  -2.4498  -2.7676
H  -0.8316  -2.9787  0.1590
H  2.5992  3.6122  -3.2585
H  3.2064  -2.6270  -1.2829
H  -0.6503  -6.7132  -3.7593
H  0.7206  1.5229  -4.1373
H  8.0513  10.1361  -2.9829
H  -1.8497  -1.5277  4.5838
H  -0.9315  2.7574  -1.9755
H  3.0816  -0.9572  0.6263
H  -4.0633  1.6956  -2.6640
H  4.6151  4.5521  -4.3802
H  -1.4435  -5.1588  -3.4223
H  -4.1199  -1.0709  9.6759
H  -2.4021  -2.4445  -2.9943
H  -0.9917  -2.6157  11.5822
H  -1.6964  -0.9012  9.9261
H  -2.6802  -8.9551  -3.4661
H  5.2938  5.0151  -2.8109
H  -4.2758  -3.5640  10.4220
H  -2.1002  -3.6941  1.2287
H  -4.0597  -3.6634  -4.3999
H  -3.8494  -4.3126  11.9879
H  9.2434  11.2936  -2.3244
H  -3.8743  -8.4011  -1.3891
H  0.5213  -4.3358  2.3702
H  9.0903  11.0693  -4.0772
H  -4.9684  -2.9378  11.9307
H  -2.6668  0.8133  -5.7121
H  3.2791  7.8419  -2.5162
H  -1.8128  -4.3265  -0.3570
H  2.4474  -4.7182  -1.0589
H  -2.7476  4.6531  1.8994
H  -1.8520  -3.8703  10.6763
H  6.7080  7.7397  -4.2832
H  -1.9671  -5.6125  5.6442
H  -4.5726  4.3091  0.1395
H  -0.7316  -2.2023  9.2102
H  -0.3379  -6.1393  3.8131
H  -2.7020  -3.2748  6.0175
H  7.9050  6.4445  -4.4894
H  1.5366  -4.5466  -2.5301
H  9.9086  6.8977  -3.1890
H  -3.3043  -2.9625  -1.2929
H  -0.8569  -2.0012  -1.6659
H  -3.4820  4.1654  -1.2818
H  -3.3817  -0.5374  0.3375
H  -2.1979  -1.4215  2.0397
H  8.3927  8.1571  -4.6446
H  -2.3494  -6.4847  -4.2143

Here are the Mulliken charges for atoms 1 to 4, given in e:
1. Cl -0.1812
2. S -0.2809
3. P 0.1907
4. O -0.5727